Below is a gas-phase ion, C6H10N (charge +1), with properties calculated with ωB97M-V/def2-TZVPD.

maximum force: 0.08619 Eh/bohr
HOMO-LUMO gap: 9.80 eV
E: -7861.5336 eV
charge: +1
LUMO level: -4.252 eV
molecular weight: 96.15 g/mol
multiplicity: 1

CARTESIAN COORDINATES (ANGSTROEM)
N1 0.905004 1.041088 -2.103785
C1 0.256353 -0.231790 1.906507
C2 0.195290 -0.178606 -1.733774
C3 0.578445 -0.306750 0.459933
C4 0.783109 -0.909946 -0.659676
C5 -0.143382 1.107896 -1.045522
C6 -1.238483 -0.446652 1.939464
H1 0.495609 0.820621 2.306559
H2 0.837338 -0.934927 2.396876
H3 -1.425137 -1.409793 1.587337
H4 -1.046187 1.574825 -1.370188
H5 -1.836361 0.371950 1.512862
H6 1.033706 -1.946521 -0.800929
H7 1.867105 1.362438 -1.883540
H8 -1.588553 -0.745195 3.004203
H9 0.615755 1.618323 -2.999132
H10 -0.289612 -0.786961 -2.517197

Force components x, y, z for each atom (eV/Å):
N 0.6 3.8 -2.2
C -0.5 3.8 -1.8
C -0.6 -0.2 -1.1
C -0.9 3.4 0.1
C 0.8 -2.8 -0.3
C 0.1 -2.3 1.3
C -0.9 -0.4 3.5
H 0.0 -1.6 -0.6
H 1.1 -1.6 1.2
H -0.6 -1.3 -1.8
H -0.4 0.8 0.2
H 0.3 -0.6 0.2
H 0.6 -0.4 0.4
H -0.5 -1.0 0.2
H 0.6 1.5 -1.2
H 0.4 -2.0 2.0
H 0.1 1.0 0.2